Entry 1:
C40H38GeIN5O2ReS2 | ωB97M-V/def2-TZVPD

Atoms and positions in Å:
Re  -0.431336  -0.424750  -0.310021
C  -0.364524  -0.189054  -4.844380
C  0.983658  -0.133297  -4.198370
N  2.053668  -0.056419  -4.977798
C  3.258146  -0.028414  -4.425954
C  3.500060  -0.049572  -3.052836
C  4.930648  0.034042  -2.572345
O  5.178714  -0.978150  -1.602117
C  2.390730  -0.115730  -2.197675
C  2.655396  -0.062841  -0.759234
N  1.802551  0.020992  0.202278
C  2.301937  0.145974  1.551941
C  3.651732  0.355769  1.845865
C  4.098458  0.445478  3.153103
C  3.211928  0.338919  4.213399
C  1.862743  0.166903  3.953378
C  1.428799  0.081540  2.639945
I  -0.654633  -0.030832  2.390766
C  1.124144  -0.176709  -2.802821
O  -0.037084  -0.323962  -2.125777
H  -0.244919  -0.046400  -5.914407
H  -1.028795  0.579016  -4.445511
H  -0.837268  -1.157368  -4.667402
H  4.093296  0.019842  -5.116131
H  5.119727  1.024601  -2.141961
H  5.590680  -0.068373  -3.432735
H  6.072123  -1.321301  -1.707864
H  3.710466  -0.090190  -0.523028
H  4.388946  0.458376  1.063026
H  5.151504  0.604458  3.339810
H  3.560632  0.406043  5.234482
H  1.158282  0.107500  4.772629
S  -0.248457  4.221437  -0.227474
C  -1.454541  3.682528  -1.310969
C  -1.548991  2.334409  -1.279070
N  -0.652604  1.735041  -0.413349
C  0.103609  2.634371  0.191909
H  -2.034186  4.371640  -1.903687
H  -2.235931  1.727638  -1.851649
H  0.869440  2.385757  0.910716
C  1.118964  -5.638306  0.132237
N  -0.185756  -5.144904  -0.284945
C  -1.273020  -6.089818  -0.604606
C  -2.428004  -5.166393  -1.031407
N  -1.875990  -3.834878  -0.738621
C  -0.620615  -3.903512  -0.341676
S  0.461392  -2.576653  0.042949
H  1.472126  -6.361371  -0.600818
H  1.036744  -6.124713  1.104277
H  1.831179  -4.821346  0.193691
H  -1.505810  -6.679348  0.282929
H  -0.950977  -6.763560  -1.396458
H  -3.336995  -5.327786  -0.456995
H  -2.654990  -5.247469  -2.092989
H  -2.421520  -2.990708  -0.769962
C  -2.144298  -0.690084  -0.361001
Ge  -4.137949  -0.574494  0.074469
C  -4.812318  -2.380923  0.141595
C  -5.687229  -2.805989  -0.860073
C  -6.292394  -4.054451  -0.777006
C  -6.035912  -4.878319  0.309615
C  -5.156077  -4.469318  1.306491
C  -4.541792  -3.228685  1.221036
C  -4.643183  0.507970  -1.441141
C  -4.232318  0.121976  -2.721435
C  -4.559502  0.896078  -3.824656
C  -5.298848  2.061439  -3.653869
C  -5.710068  2.450188  -2.387179
C  -5.382055  1.677453  -1.279681
C  -4.076960  0.395791  1.746275
C  -3.614706  1.717007  1.714448
C  -3.587653  2.482981  2.870018
C  -4.021939  1.936092  4.071998
C  -4.491403  0.630345  4.113428
C  -4.523008  -0.137555  2.956012
H  -5.922228  -2.155672  -1.694963
H  -6.982368  -4.371016  -1.547582
H  -6.530670  -5.837446  0.387988
H  -4.967073  -5.109933  2.158195
H  -3.863177  -2.921464  2.010039
H  -3.658816  -0.790344  -2.865084
H  -4.254881  0.587781  -4.816234
H  -5.565849  2.661154  -4.513822
H  -6.296278  3.350676  -2.261430
H  -5.709997  1.989089  -0.294550
H  -3.303434  2.163724  0.775541
H  -3.251720  3.511224  2.832929
H  -4.015717  2.535818  4.972473
H  -4.853717  0.213584  5.043649
H  -4.925906  -1.141074  3.002153

Cartesian forces, eV/Å:
Re 0.0 0.0 0.1
C 0.0 0.0 0.0
C 0.0 0.0 0.0
N 0.0 0.0 0.0
C 0.0 0.0 0.0
C 0.0 0.0 0.0
C 0.0 0.0 0.0
O 0.0 -0.1 0.0
C 0.0 0.0 0.0
C 0.0 0.1 0.0
N 0.0 0.0 -0.1
C 0.0 0.0 0.0
C 0.0 0.0 0.0
C 0.0 0.0 0.0
C 0.0 0.0 0.0
C 0.0 0.0 0.0
C 0.1 0.0 0.0
I 0.0 0.0 0.0
C 0.0 0.0 0.0
O 0.0 0.0 0.0
H 0.0 0.0 0.0
H 0.0 0.0 0.0
H 0.0 0.0 0.0
H 0.0 0.0 0.0
H 0.0 0.0 0.0
H 0.0 0.0 0.0
H 0.0 0.0 0.0
H 0.0 0.0 0.0
H 0.0 0.0 0.0
H 0.0 0.0 0.0
H 0.0 0.0 0.0
H 0.0 0.0 0.0
S 0.1 0.0 -0.1
C 0.0 0.0 0.1
C 0.0 0.0 -0.1
N 0.2 0.0 0.1
C -0.1 0.0 0.1
H 0.0 0.0 0.0
H 0.0 0.0 0.0
H 0.0 0.0 0.0
C 0.0 0.0 0.0
N 0.0 0.0 0.0
C 0.0 0.0 0.0
C 0.0 0.0 0.0
N 0.0 0.0 0.0
C 0.0 0.0 0.1
S 0.0 0.0 0.0
H 0.0 0.0 0.0
H 0.0 0.0 0.0
H 0.0 0.0 0.0
H 0.0 0.0 0.0
H 0.0 0.0 0.0
H 0.0 0.0 0.0
H 0.0 0.0 0.0
H 0.0 0.0 0.0
C 0.0 -0.1 0.1
Ge 0.0 0.0 0.0
C 0.0 0.0 -0.1
C 0.0 0.0 0.0
C 0.0 0.0 0.0
C 0.0 0.0 0.0
C 0.0 0.0 0.0
C 0.0 0.0 0.0
C 0.0 -0.1 0.0
C 0.0 0.0 0.0
C 0.0 0.0 0.0
C 0.0 0.0 0.0
C 0.0 0.0 0.0
C 0.0 0.0 0.0
C 0.0 0.1 -0.1
C 0.0 0.0 0.0
C 0.0 0.0 0.0
C 0.0 0.0 0.0
C 0.0 0.0 0.0
C 0.0 0.0 0.0
H 0.0 0.0 0.0
H 0.0 0.0 0.0
H 0.0 0.0 0.0
H 0.0 0.0 0.0
H 0.0 0.0 0.0
H 0.0 0.0 0.0
H 0.0 0.0 0.0
H 0.0 0.0 0.0
H 0.0 0.0 0.0
H 0.0 0.0 0.0
H 0.0 0.0 0.0
H 0.0 0.0 0.0
H 0.0 0.0 0.0
H 0.0 0.0 0.0
H 0.0 0.0 0.0

Total charge: +3
Frontier orbital gap: 0.209 Ha
E_HOMO: -16.19 eV



Entry 2:
C5H9N3O | ωB97M-V/def2-TZVPD

Atoms and positions in Å:
C  -1.737649  0.320392  0.491901
C  0.732521  -1.565816  -0.010525
C  -0.290245  0.158505  0.866104
N  -0.308905  -2.301610  -0.573528
N  0.099837  0.398431  2.040613
O  1.519778  -1.929512  0.817093
H  0.017125  -3.229149  -0.821877
H  -0.774804  -1.849603  -1.346392
H  1.073487  0.110280  2.182885
H  -2.211942  -0.662382  0.523134
H  -2.245863  0.961738  1.212561
H  -1.875304  0.726062  -0.512146
C  0.933229  1.952966  -0.747842
C  0.856652  0.478852  -0.643388
N  1.335440  -0.511392  -1.160391
H  1.421179  2.359581  0.137442
H  1.516059  2.190175  -1.639716
H  -0.060593  2.392481  -0.815929

Cartesian forces, eV/Å:
C -0.1 -0.1 0.1
C 3.7 -1.0 -3.7
C 0.5 2.6 -1.5
N -0.5 0.4 0.6
N -0.1 -1.0 0.3
O -1.1 0.5 -0.1
H -0.1 0.1 0.3
H 0.2 0.0 0.0
H 0.0 0.5 -0.2
H 0.0 0.0 0.0
H 0.0 0.0 0.0
H 0.1 0.0 0.0
C 0.2 0.0 -0.6
C -2.7 0.7 3.9
N 0.0 -2.8 0.9
H 0.0 -0.1 0.0
H 0.0 0.2 0.0
H 0.0 0.0 0.0

Total charge: 0
Frontier orbital gap: 0.289 Ha
E_HOMO: -8.19 eV



Entry 3:
C6H18Mn2O7 | ωB97M-V/def2-TZVPD

Atoms and positions in Å:
Mn  0.220247  4.223952  1.927189
Mn  1.013931  0.567925  1.259793
O  3.308589  -1.115368  1.650231
H  3.990899  -1.430063  2.274692
O  2.327845  3.164849  0.297360
H  3.213827  3.261785  -0.102856
O  1.016828  2.127104  3.794712
H  1.757131  1.931900  4.401645
O  -1.399884  2.113585  0.790941
H  -2.307412  1.751967  0.802846
C  -1.840387  -0.829182  2.809306
O  -0.945432  -1.160464  1.711261
C  -1.571040  -1.882559  0.691285
C  -0.501564  -2.150776  -0.398985
O  -0.116835  -0.916933  -0.967168
C  0.874432  -1.039154  -2.049073
C  1.189513  0.228415  -2.894969
O  0.042744  0.514214  -3.704927
C  -1.114492  1.022549  -3.018833
H  -2.455049  -1.688212  3.078293
H  -2.442138  0.059041  2.616823
H  -1.234416  -0.653480  3.698149
H  -2.443746  -1.383477  0.270096
H  -1.856993  -2.864929  1.067163
H  -0.860226  -2.790065  -1.205678
H  0.342265  -2.702756  0.014985
H  0.617249  -1.754195  -2.830525
H  1.881408  -1.274587  -1.704570
H  2.032423  0.102804  -3.574541
H  1.499829  1.101268  -2.320562
H  -0.818046  1.718763  -2.234291
H  -1.593595  0.191017  -2.502001
H  -1.827906  1.555063  -3.647791

Cartesian forces, eV/Å:
Mn 1.4 -3.9 -0.6
Mn 0.6 -0.1 0.8
O -1.2 0.6 -0.6
H -0.9 0.6 -0.1
O -1.8 -0.3 0.8
H -0.7 0.2 0.6
O -0.8 0.4 -1.6
H -0.2 0.5 -0.8
O 1.6 0.5 0.5
H 0.7 0.5 0.3
C 0.7 -0.3 0.2
O 0.0 1.2 1.2
C 1.1 -0.9 -1.4
C -0.5 -0.2 0.1
O 1.7 1.0 -0.8
C 1.4 0.9 -0.5
C -2.4 0.3 0.6
O -0.1 0.8 -0.6
C 0.8 -0.4 0.9
H -0.2 -0.1 -0.4
H 0.0 -0.1 -0.3
H 0.2 0.2 -0.2
H 0.0 0.3 0.0
H -0.3 -0.1 0.1
H -0.6 -0.1 0.0
H 0.3 0.2 0.4
H -0.6 -0.4 0.5
H -0.1 -0.7 0.9
H -0.2 -0.8 0.0
H -0.3 0.2 0.6
H 0.1 0.2 0.1
H -0.3 0.1 -0.1
H 0.4 -0.3 -0.5

2S+1: 11
⟨S²⟩: 30.0113
Total charge: 0
Frontier orbital gap (alpha / beta): 0.135 / 0.142 Ha
E_HOMO (alpha / beta): -7.21 / -7.17 eV



Entry 4:
C5H7NO | ωB97M-V/def2-TZVPD

Atoms and positions in Å:
O  -2.596133  0.125473  0.152615
C  -1.251045  -0.015279  -0.038000
N  -0.729580  -1.165829  -0.134600
C  0.686200  -1.387262  -0.014035
C  1.638484  -0.196269  0.043779
C  1.039590  0.973951  -0.043716
C  -0.460702  1.193233  -0.046050
H  -2.829452  -0.759822  0.172915
H  0.800499  -2.075218  0.961586
H  1.017822  -1.972396  -0.968201
H  2.659799  -0.190730  0.303980
H  1.680591  1.832445  -0.183193
H  -0.848661  1.799342  0.790792
H  -0.807409  1.838364  -0.997869

Cartesian forces, eV/Å:
O 1.9 2.5 -0.6
C 0.9 -1.3 0.1
N -1.0 0.2 0.4
C 1.9 -2.4 0.2
C -3.1 -0.1 0.5
C -0.2 1.0 -0.3
C -0.5 3.0 -1.9
H -1.6 -3.0 0.2
H 0.1 1.2 -2.3
H -0.5 0.4 1.9
H 1.1 -0.7 -0.3
H -0.2 0.5 0.4
H 0.6 0.1 -0.1
H 0.8 -1.3 1.9

SMILES: OC1=NCC=CC1
Total charge: 0
Frontier orbital gap: 0.370 Ha
E_HOMO: -9.12 eV



Entry 5:
C3H8O2 | ωB97M-V/def2-TZVPD

Atoms and positions in Å:
C  0.752806  -1.712843  1.412358
C  -0.046516  -0.635167  1.175406
O  0.512113  0.422311  0.420731
C  -1.510554  -0.606220  1.300265
H  0.438966  -2.622941  2.125275
H  1.837130  -1.704862  1.392901
H  1.274160  -0.126920  0.205342
H  -2.107946  -1.356644  0.637814
H  -1.849854  0.322535  1.148832
H  -1.764315  -0.878642  2.290818
H  1.160264  2.174144  -3.476270
H  -0.166806  2.784716  -3.619301
O  0.238386  1.969438  -3.424929

Cartesian forces, eV/Å:
C 1.0 -3.7 3.9
C -1.6 3.3 -3.9
O -1.5 -4.0 2.7
C 0.6 -3.5 -0.1
H 0.1 2.1 -2.1
H 0.1 0.3 -0.7
H 1.5 1.4 -1.0
H 1.5 1.1 0.8
H -1.3 3.5 -0.9
H -0.4 -0.5 1.2
H 1.0 0.0 -0.1
H -1.0 1.5 -0.4
O 0.1 -1.6 0.5

2S+1: 2
⟨S²⟩: 0.7578
Total charge: +1
Frontier orbital gap (alpha / beta): 0.331 / 0.193 Ha
E_HOMO (alpha / beta): -14.16 / -14.16 eV



no.,electronic energy (eV)
1,-142035.089
2,-11845.239
3,-83475.859
4,-8834.612
5,-7324.959